Density functional theory data (the ωB97M-V functional and the def2-TZVPD basis) for a molecular structure, C5H12O.

## Properties
* largest force on an atom: 6.5 eV/A
* LUMO level: 0.805 eV
* HOMO level: -8.85 eV
* 2S+1: 1
* calculated total energy: -7425.32578 eV

Cartesian coordinates (Å):
C1 -0.049 -0.043 -0.328
C2 0.420 -0.363 1.428
C3 1.272 0.419 -0.710
C4 -0.496 -1.342 -0.972
C5 -1.131 1.022 -0.330
O1 0.565 0.836 2.156
H1 -0.046 0.805 2.907
H2 1.332 -0.953 1.529
H3 -0.414 -0.958 1.813
H4 0.304 -2.086 -0.979
H5 -1.993 0.687 0.256
H6 1.597 1.366 -0.283
H7 2.046 -0.343 -0.775
H8 0.994 0.701 -1.995
H9 -0.803 -1.167 -2.008
H10 -1.352 -1.758 -0.432
H11 -0.770 1.969 0.076
H12 -1.475 1.210 -1.351

Here are the Löwdin charges for atoms 1 to 8, given in e: -0.582, -0.171, -0.114, -0.070, -0.069, -0.086, 0.092, 0.101


Density functional theory data (the ωB97M-V functional and the def2-TZVPD basis) for 2 unconnected molecules or ions with the total composition C5H12O.

## Properties
* largest force on an atom: 0.4 eV/A
* LUMO level: 0.877 eV
* HOMO level: -7.40 eV
* 2S+1: 1
* calculated total energy: -7422.87918 eV

Cartesian coordinates (Å):
C1 1.924 -0.316 -0.498
O1 1.228 -0.038 0.664
C2 -0.066 -0.187 0.636
C3 -0.247 1.143 -1.332
C4 -0.668 -1.432 0.055
C5 -0.815 0.548 1.698
H1 0.876 0.439 -1.198
H2 1.850 -1.359 -0.819
H3 2.952 0.021 -0.377
H4 -0.005 1.408 -2.371
H5 -1.272 0.757 -1.349
H6 -0.222 2.070 -0.749
H7 -0.328 -1.628 -0.964
H8 -0.395 -2.296 0.679
H9 -1.758 -1.353 0.047
H10 -1.175 -0.126 2.487
H11 -0.182 1.320 2.144
H12 -1.694 1.028 1.249

Here are the Löwdin charges for atoms 1 to 8, given in e: -0.101, -0.108, -0.451, -0.088, -0.041, -0.020, 0.049, 0.066